Entry 1:
Density functional theory data (ωB97M-V/def2-TZVPD) for a single C4H7ClO molecule.

Atoms and positions in Å:
Cl  -1.123  -1.107  0.031
O  1.339  -0.101  -1.255
C  -0.576  0.567  -0.070
C  1.638  -0.123  1.064
C  0.973  0.659  -0.092
C  -1.392  1.579  0.092
H  1.532  -1.281  0.805
H  1.262  -1.104  -0.776
H  1.175  -0.016  2.038
H  1.324  1.751  -0.219
H  -1.081  2.668  -0.033
H  -2.443  1.494  0.491
H  2.759  0.018  1.249

* structure (SMILES): C=C(Cl)[C@@H](C)O
* total energy: -691.96763 hartree
* spin multiplicity: 1
* energy relative to the best compared isomer or geometry (same formula, charge and spin): 49.1 kcal per mole
* charge: 0
* highest occupied orbital energy: -9.75 eV

***

Entry 2:
Density functional theory data (ωB97M-V/def2-TZVPD) for a molecular structure, C4H7ClO2S.

Atoms and positions in Å:
Cl  0.198  -0.545  2.672
S  1.945  -2.466  1.100
O  1.891  0.325  0.769
O  1.097  1.497  0.882
C  0.373  1.454  -0.398
C  -0.339  -0.925  0.007
C  -0.790  0.551  -0.066
C  0.778  -1.110  1.107
H  -1.087  0.741  0.881
H  0.107  2.497  -0.464
H  2.987  -1.658  1.455
H  -1.480  0.503  -0.836
H  -1.157  -1.710  0.346
H  0.845  0.970  -1.260
H  0.242  -1.225  -0.827

* total energy: -1165.28632 hartree
* spin multiplicity: 1
* energy relative to the best compared isomer or geometry (same formula, charge and spin): 100.7 kcal per mole
* charge: 0
* highest occupied orbital energy: -9.46 eV

***

Entry 3:
Density functional theory data (ωB97M-V/def2-TZVPD) for a single C4H7ClO3S molecule.

Atoms and positions in Å:
Cl  -3.119  0.499  0.651
S  -2.172  1.604  -0.800
O  -0.538  0.316  -2.542
O  -1.880  2.881  -0.313
O  -3.027  1.414  -1.917
C  -0.097  0.700  1.149
C  0.548  0.806  -0.232
C  -1.152  -0.763  -1.861
C  -0.523  0.415  -1.188
H  -0.751  -1.758  -2.088
H  1.550  0.232  -0.335
H  -2.250  -0.778  -1.792
H  -0.742  1.479  1.192
H  0.874  1.915  -0.268
H  0.582  0.709  1.923
H  -0.732  -0.236  1.463

* structure (SMILES): CC[C@]1(S(=O)(=O)Cl)CO1
* total energy: -1240.59556 hartree
* spin multiplicity: 1
* energy relative to the best compared isomer or geometry (same formula, charge and spin): 75.2 kcal per mole
* charge: 0
* highest occupied orbital energy: -10.33 eV

***

Entry 4:
Density functional theory data (ωB97M-V/def2-TZVPD) for a single C4H7ClOS molecule.

Atoms and positions in Å:
Cl  2.470  1.611  -2.005
S  1.802  1.765  -0.092
O  1.917  -1.304  -1.324
C  1.580  -0.716  -0.323
C  -0.513  0.314  -1.322
C  0.508  0.283  -0.177
C  -0.209  0.231  1.159
H  -0.079  0.390  -2.316
H  -0.421  -0.752  1.594
H  0.295  0.819  1.956
H  -1.146  0.550  0.966
H  -1.081  -0.648  -1.349
H  2.174  -0.917  0.525
H  -1.185  1.092  -1.221

* structure (SMILES): CC(C)(C=O)SCl
* total energy: -1090.19178 hartree
* spin multiplicity: 1
* energy relative to the best compared isomer or geometry (same formula, charge and spin): 21.4 kcal per mole
* charge: 0
* highest occupied orbital energy: -9.42 eV

***

Entry 5:
Density functional theory data (ωB97M-V/def2-TZVPD) for a single C4H7ClS molecule.

Atoms and positions in Å:
Cl  2.319  -0.913  0.276
S  -2.064  -1.028  0.349
C  -0.369  -1.118  -0.028
C  0.644  1.339  0.506
C  0.739  -0.059  0.015
C  0.204  -0.630  -1.286
H  0.780  -1.194  -1.872
H  -0.576  -0.143  -1.899
H  -0.358  1.666  0.595
H  1.116  1.532  1.485
H  0.201  -2.112  0.215
H  1.030  2.038  -0.252
H  -1.946  -0.465  1.515

* structure (SMILES): C[C@]1(Cl)C[C@@H]1S
* total energy: -1014.92814 hartree
* spin multiplicity: 1
* energy relative to the best compared isomer or geometry (same formula, charge and spin): 25.6 kcal per mole
* charge: 0
* highest occupied orbital energy: -9.25 eV

***

Entry 6:
Density functional theory data (ωB97M-V/def2-TZVPD) for 2 unconnected molecules or ions with the total composition C4H7ClS.

Atoms and positions in Å:
Cl  1.944  0.124  0.963
S  -1.774  1.229  0.564
C  -0.822  -0.403  0.541
C  -0.318  -1.289  -2.139
C  0.490  -0.326  -0.024
C  0.630  -0.740  -1.218
H  1.582  -0.269  -1.637
H  -1.412  -2.243  -1.628
H  -0.761  -0.888  1.426
H  -2.095  1.519  -0.635
H  0.313  -2.019  -2.745
H  -0.908  -0.295  -2.780
H  -1.268  -1.025  -0.366

* total energy: -1014.81744 hartree
* spin multiplicity: 1
* energy relative to the best compared isomer or geometry (same formula, charge and spin): 95.0 kcal per mole
* charge: 0
* highest occupied orbital energy: -9.27 eV

***

Entry 7:
Density functional theory data (ωB97M-V/def2-TZVPD) for a single C4H7ClS molecule.

Atoms and positions in Å:
Cl  1.839  -1.668  0.083
S  -1.958  -1.416  -0.339
C  -0.842  -0.426  0.703
C  -0.079  1.795  -0.092
C  0.122  0.452  0.130
C  1.356  -0.080  -0.560
H  0.670  2.079  -0.735
H  2.175  0.653  -0.249
H  -1.573  -2.747  -0.337
H  -1.564  0.156  1.376
H  -0.955  2.322  0.253
H  1.188  -0.038  -1.628
H  -0.379  -1.084  1.395

* structure (SMILES): C=C(CS)CCl
* total energy: -1014.92809 hartree
* spin multiplicity: 1
* energy relative to the best compared isomer or geometry (same formula, charge and spin): 25.6 kcal per mole
* charge: 0
* highest occupied orbital energy: -9.22 eV

***

Entry 8:
Density functional theory data (ωB97M-V/def2-TZVPD) for a molecular structure, C4H7CrO2.

Atoms and positions in Å:
Cr  -2.677  2.118  -1.514
O  2.236  1.022  0.299
O  -0.106  -0.458  0.760
C  -1.938  0.973  0.039
C  -0.807  0.081  -0.381
C  2.270  -0.184  0.253
C  1.084  -1.098  0.448
H  1.001  -1.728  -0.461
H  1.357  -1.784  1.270
H  -1.193  -0.768  -0.975
H  3.215  -0.721  0.004
H  -0.055  0.529  -1.053
H  -1.629  1.655  0.851
H  -2.757  0.362  0.461

* total energy: -1351.40998 hartree
* spin multiplicity: 6
* energy relative to the best compared isomer or geometry (same formula, charge and spin): 0.0 kcal per mole
* charge: 0
* highest occupied orbital energy (alpha / beta): -7.43 / -8.83 eV

***

Record order is preserved below.
Strongest force on any atom: 4.79 4.07 4.15 3.55 4.86 5.08 4.53 0.93 eV Å⁻¹
Record order is preserved below.
Molar mass: 106.55 154.62 170.62 138.62 122.62 122.62 122.62 139.09 g/mol